Entry 1:
Computed, not measured: 11 unconnected molecules or ions with the total composition C4H32N2O10S, with ωB97M-V with the def2-TZVPD basis set.

XYZ file:
```
49
Properties=species:S:1:pos:R:3:lowdin_spin:R:1
C 1.70 -1.49 -0.48 0.05
N 1.47 -1.30 1.02 0.46
C 0.67 -2.35 1.61 0.09
C 0.08 -1.95 2.94 0.06
S -1.58 -1.17 3.06 0.18
C 2.91 -0.62 -1.03 0.00
N 2.95 0.70 -0.44 0.01
H 1.80 -2.44 -0.89 0.01
H 0.81 -0.86 -1.00 0.01
H -1.44 0.10 2.76 0.01
H 1.20 -3.28 1.92 0.04
H -0.15 -2.46 0.94 0.00
H -0.13 -2.90 3.60 0.00
H 0.94 -1.38 3.40 0.00
H 2.80 -0.54 -2.23 0.00
H 3.90 -1.20 -0.93 0.00
H 2.86 1.38 -1.09 0.00
H 2.31 -1.45 1.40 0.01
H 2.09 0.85 0.18 0.00
H -4.15 0.13 -1.67 0.00
H -4.18 1.23 -0.78 0.00
O -4.25 1.06 -1.67 0.00
H -2.26 2.79 -0.61 0.00
H -1.32 1.89 0.24 0.00
O -2.23 2.10 0.01 0.00
H 3.00 0.57 2.58 0.00
H 1.89 1.13 3.50 0.00
O 2.04 0.60 2.73 0.03
H 0.01 2.06 2.06 0.00
H 0.83 1.16 1.39 0.00
O 0.05 1.63 1.26 0.01
H 0.38 3.28 -1.14 0.00
H 1.15 4.01 -2.33 0.00
O 0.72 3.15 -2.06 0.00
H 0.03 1.07 4.34 0.00
H -0.65 2.46 4.22 0.00
O 0.06 1.97 3.97 0.00
H -2.98 -1.75 0.39 0.00
H -1.93 -1.15 -0.50 0.00
O -2.77 -1.53 -0.49 0.00
H -1.20 2.10 -4.47 0.00
H -0.69 1.96 -3.00 0.00
O -1.39 1.89 -3.52 0.00
H -0.36 -2.26 -2.26 0.00
H -0.91 -3.54 -3.06 0.00
O -0.10 -3.27 -2.55 0.00
H -1.11 -0.09 -3.58 0.00
H -1.70 -1.25 -4.24 0.00
O -1.17 -1.03 -3.50 0.00
```

Calculated values
* relative energy (zero: lowest compared OMol25 entry of this formula, charge and spin): 255.5 kJ/mol
* E_tot: -1431.23906 Ha
* multiplicity: 2
* Kohn-Sham gap (alpha / beta): 9.3002 / 3.7320 eV
* maximum force: 6.7 eV Å⁻¹
* net charge: +1



Entry 2:
Computed, not measured: 12 unconnected molecules or ions with the total composition C4H32N2O12, with ωB97M-V with the def2-TZVPD basis set.

XYZ file:
```
50
Properties=species:S:1:pos:R:3:mulliken_charge:R:1
C -1.02 2.09 1.61 -1.02
N -0.59 1.12 0.60 0.59
C 0.81 -0.03 2.41 -1.75
C 0.38 0.06 0.94 2.54
C 1.60 0.15 0.06 -0.93
N 2.05 1.31 -0.46 0.08
O 2.19 -0.90 -0.22 -0.52
H -2.03 2.40 1.36 0.35
H -1.13 1.64 2.60 0.33
H -0.32 2.92 1.74 0.22
H -1.40 0.73 0.14 0.18
H 1.55 0.72 2.70 0.40
H 1.30 -0.95 2.70 0.34
H -0.08 0.08 3.03 0.44
H -0.06 -0.91 0.72 -1.34
H 2.72 1.13 -1.19 0.21
H 1.60 2.22 -0.56 0.42
H -5.43 -0.95 0.49 0.29
H -4.32 -0.58 -0.66 0.39
O -4.70 -1.25 -0.07 -0.71
H -3.35 -2.14 0.67 0.39
H -1.84 -2.01 0.88 0.27
O -2.63 -2.36 1.30 -0.73
H 3.39 -1.01 -1.74 0.26
H 3.60 -2.47 -1.91 0.40
O 3.45 -1.67 -2.44 -0.77
H 3.57 -2.48 0.40 0.34
H 2.61 -3.51 -0.07 0.37
O 3.56 -3.33 -0.04 -0.72
H 2.39 5.00 0.53 0.33
H 2.48 3.50 0.66 0.31
O 3.01 4.30 0.76 -0.65
H 2.21 -0.69 -3.15 0.38
H 1.28 -0.32 -4.26 0.27
O 1.40 -0.13 -3.32 -0.52
H 0.55 -2.26 -0.73 0.23
H -0.28 -3.51 -0.81 0.32
O 0.37 -3.08 -0.24 -0.62
H -2.49 0.59 -1.45 0.30
H -3.62 1.67 -1.39 0.31
O -3.17 0.97 -0.89 -0.73
H 0.13 0.35 -1.80 -0.07
H -0.64 -0.73 -2.24 0.33
O -0.78 0.03 -1.67 -0.51
H 0.08 2.16 -2.61 0.29
H -0.50 2.19 -1.09 0.42
O -0.04 2.66 -1.79 -0.76
H -3.04 -1.22 4.13 0.29
H -2.41 -0.83 2.70 0.40
O -2.42 -0.67 3.65 -0.63
```

Calculated values
* relative energy (zero: lowest compared OMol25 entry of this formula, charge and spin): 251.6 kJ/mol
* E_tot: -1184.00573 Ha
* Kohn-Sham gap: 9.2208 eV
* maximum force: 1.8 eV Å⁻¹
* structure (SMILES): CN[C@H](C)C(N)=O.O.O.O.O.O.O.O.O.O.O.O
* net charge: 0



Entry 3:
Computed, not measured: 12 unconnected molecules or ions with the total composition C4H32N2O12S, with ωB97M-V with the def2-TZVPD basis set.

XYZ file:
```
51
Properties=species:S:1:pos:R:3:mulliken_charge:R:1
N 0.34 -0.75 -0.05 -0.14
C -0.75 0.02 0.42 1.74
C -1.81 -0.92 1.05 -1.06
S -1.01 -2.09 2.26 -0.27
C -1.42 1.07 -0.49 0.08
N -1.05 2.33 -0.77 -0.08
C 0.24 2.88 -0.38 -0.75
O -2.51 0.79 -1.09 -0.90
H 0.28 -2.05 1.83 0.12
H 0.11 -1.22 -0.93 0.07
H 1.20 -0.27 -0.29 0.16
H -0.34 0.58 1.25 -0.46
H -2.59 -0.55 1.68 0.21
H -2.32 -1.50 0.25 0.44
H -1.60 2.90 -1.38 0.36
H 0.32 3.89 -0.79 0.39
H 1.09 2.28 -0.75 0.14
H 0.41 2.85 0.69 0.25
H -0.52 -2.99 -1.79 0.30
H -1.54 -2.13 -2.59 0.35
O -0.58 -2.20 -2.37 -0.67
H 3.28 0.96 -2.92 0.33
H 3.54 1.81 -1.71 0.29
O 3.01 1.80 -2.51 -0.62
H -0.22 0.44 4.05 0.31
H -0.53 1.63 3.02 0.33
O 0.12 1.23 3.62 -0.70
H -3.31 2.41 1.33 0.27
H -3.34 1.16 2.41 0.33
O -2.89 1.90 2.02 -0.59
H 2.99 -0.57 0.90 0.36
H 2.81 1.02 0.85 0.31
O 3.14 0.25 0.36 -0.64
H 3.37 -1.85 -1.65 0.29
H 3.59 -3.25 -1.88 0.30
O 3.59 -2.64 -1.13 -0.62
H -5.09 0.96 0.44 0.32
H -3.88 0.18 0.07 0.24
O -4.77 0.06 0.48 -0.66
H 4.41 -1.88 1.53 0.32
H 3.18 -2.41 0.82 0.36
O 3.46 -1.99 1.64 -0.69
H 1.69 1.55 2.72 0.36
H 2.81 2.41 3.26 0.29
O 2.38 2.19 2.43 -0.65
H 1.89 -0.23 -4.67 0.26
H 1.28 -0.50 -3.39 0.27
O 2.16 -0.26 -3.74 -0.59
H -3.06 -1.13 -4.19 0.25
H -2.67 -0.10 -3.05 0.31
O -2.59 -1.00 -3.36 -0.60
```

Calculated values
* relative energy (zero: lowest compared OMol25 entry of this formula, charge and spin): 171.4 kJ/mol
* E_tot: -1582.17583 Ha
* Kohn-Sham gap: 8.9652 eV
* maximum force: 4.4 eV Å⁻¹
* structure (SMILES): CNC(=O)[C@H](N)CS.O.O.O.O.O.O.O.O.O.O.O
* net charge: 0



Entry 4:
Computed, not measured: 11 unconnected molecules or ions with the total composition C4H32N3O11, with ωB97M-V with the def2-TZVPD basis set.

XYZ file:
```
50
Properties=species:S:1:pos:R:3:mulliken_charge:R:1
N 1.32 1.24 -1.80 0.17
C 0.33 2.02 -0.98 -0.46
C -1.04 1.23 -0.90 0.38
N -1.08 -0.01 -0.38 0.38
C -0.09 -0.44 0.59 1.31
C -0.29 -1.94 0.90 -1.09
N 0.36 -2.85 -0.05 -0.55
O -2.00 1.77 -1.41 -0.67
H 1.34 1.43 -2.80 0.43
H 0.97 0.29 -1.72 0.16
H 2.24 1.45 -1.32 0.22
H 0.05 2.93 -1.52 0.33
H 0.54 2.25 0.08 -0.07
H -1.93 -0.51 -0.56 0.26
H -0.18 0.04 1.61 -0.47
H 0.95 -0.35 0.31 -0.58
H 0.21 -2.10 1.84 0.46
H -1.35 -2.19 0.97 0.41
H 1.32 -2.50 -0.09 0.24
H -0.04 -2.90 -0.97 0.28
H 4.12 1.61 0.46 0.32
H 4.85 1.73 -0.87 0.28
O 3.98 1.83 -0.47 -0.66
H -0.51 1.51 5.08 0.29
H -1.48 0.56 4.21 0.33
O -0.93 1.36 4.23 -0.64
H 0.18 -3.92 -3.53 0.29
H 0.57 -2.32 -3.16 0.35
O -0.02 -3.07 -3.13 -0.65
H -4.04 -2.70 -1.53 0.27
H -2.66 -3.17 -1.08 0.30
O -3.28 -2.44 -0.98 -0.59
H 0.01 2.05 2.89 0.29
H 1.03 3.24 2.55 0.26
O 0.64 2.40 2.23 -0.55
H -3.14 -0.41 2.29 0.30
H -3.91 0.19 3.36 0.29
O -3.00 -0.07 3.19 -0.61
H -0.30 -0.72 -4.15 0.36
H 0.99 -0.42 -4.78 0.24
O 0.60 -0.45 -3.89 -0.62
H 2.49 1.66 1.31 0.32
H 2.48 0.87 2.58 0.33
O 2.78 0.80 1.66 -0.65
H -3.64 1.43 0.56 0.31
H -5.11 0.74 0.64 0.26
O -4.20 0.74 0.94 -0.55
H 2.98 -0.73 -0.11 0.27
H 3.91 -0.43 -1.24 0.29
O 3.02 -0.77 -1.08 -0.60
```

Calculated values
* relative energy (zero: lowest compared OMol25 entry of this formula, charge and spin): 153.5 kJ/mol
* E_tot: -1163.29567 Ha
* Kohn-Sham gap: 8.9204 eV
* maximum force: 2.8 eV Å⁻¹
* net charge: +1



Entry 5:
Computed, not measured: 11 unconnected molecules or ions with the total composition C4H32NO11, with ωB97M-V with the def2-TZVPD basis set.

XYZ file:
```
48
Properties=species:S:1:pos:R:3:mulliken_charge:R:1
O -1.57 -1.58 -1.42 -0.58
C -2.16 -0.71 -0.47 -0.79
C -1.65 -0.83 0.96 0.71
N -0.08 -0.89 0.95 0.72
C 0.41 -1.84 2.08 -0.87
C -2.01 0.37 1.81 -1.63
H -1.87 -2.53 -1.23 0.33
H -3.24 -1.05 -0.45 0.36
H -2.06 0.21 -1.06 0.26
H -1.84 -1.75 1.62 0.42
H 0.31 -1.39 0.14 0.08
H 0.29 0.11 0.99 -0.06
H 1.50 -1.79 2.01 0.38
H -0.03 -2.81 2.00 0.42
H 0.15 -1.39 3.05 0.29
H -3.06 0.37 2.20 0.39
H -1.47 0.51 2.67 0.53
H -1.92 1.30 1.25 0.31
H 3.24 0.75 -2.07 0.26
H 1.76 1.14 -2.70 0.42
O 2.29 0.69 -1.92 -0.71
H 0.59 4.47 -2.39 0.29
H -0.80 4.11 -2.86 0.30
O 0.02 3.77 -2.49 -0.59
H -2.10 -4.28 0.68 0.29
H -0.81 -3.51 0.30 0.25
O -1.66 -3.44 0.46 -0.57
H 0.24 1.05 4.99 0.28
H 0.00 1.39 3.49 0.31
O 0.07 0.66 4.14 -0.60
H 0.99 -4.36 -1.17 0.28
H 1.11 -2.79 -1.05 0.35
O 0.74 -3.71 -0.52 -0.73
H 2.49 1.13 1.59 0.25
H 2.36 1.21 0.07 0.19
O 1.87 0.99 0.95 -0.52
H 0.19 3.08 -0.74 0.29
H 0.48 1.58 -0.50 0.15
O -0.14 2.26 -0.32 -0.49
H 0.14 -1.50 -2.18 0.31
H 1.50 -0.83 -2.15 0.40
O 1.08 -1.64 -1.92 -0.69
H 0.66 3.02 1.65 0.34
H -0.13 3.85 2.68 0.29
O 0.46 3.13 2.56 -0.62
H 0.19 1.10 -4.13 0.33
H 0.76 2.51 -3.99 0.35
O 1.01 1.53 -3.97 -0.66
```

Calculated values
* relative energy (zero: lowest compared OMol25 entry of this formula, charge and spin): 350.7 kJ/mol
* E_tot: -1053.72590 Ha
* Kohn-Sham gap: 10.6140 eV
* maximum force: 9.0 eV Å⁻¹
* net charge: +1